# 1
The following is a DFT calculation (ωB97M-V/def2-TZVPD) of a molecular structure, C25H25Br2N9O7S2W at a distorted geometry.

Last column: Löwdin spin population.
Positions of all 71 atoms, in Å:
1 W 10.918951 11.199630 12.382086  1.6461
2 N 9.331560 11.238715 8.265991  0.0043
3 C 8.407306 12.273450 8.057830  0.0000
4 C 7.993218 12.549405 6.802708  0.0010
5 C 7.093759 13.643822 6.578859  -0.0005
6 C 6.656053 14.330420 7.673795  0.0008
7 C 7.188178 14.137929 8.939228  0.0001
8 C 8.006324 13.017161 9.190769  0.0039
9 S 8.650400 12.926514 10.818467  0.0070
10 N 9.540232 11.531606 10.653581  0.0060
11 C 9.870246 10.944646 9.491439  0.0070
12 C 10.949113 9.961775 9.564037  0.0165
13 C 11.532506 9.437752 8.434332  -0.0011
14 C 12.816807 8.881039 8.621189  0.0179
15 C 13.330973 8.655286 9.942278  -0.0048
16 C 12.453317 8.823008 10.988461  0.0159
17 N 11.425010 9.642314 10.852906  -0.0006
18 H 9.220278 10.387440 7.749911  0.0003
19 H 8.310895 12.012984 5.973303  0.0001
20 H 6.586540 13.803771 5.567362  0.0000
21 H 5.952964 15.221315 7.548247  0.0001
22 H 6.785139 14.781908 9.763289  0.0000
23 H 10.954722 9.261615 7.527440  -0.0001
24 H 13.416457 8.718411 7.747432  0.0009
25 H 14.395589 8.347670 10.081970  -0.0004
26 H 12.582625 8.308004 11.872924  0.0016
27 Br 7.877999 16.010096 15.882713  0.0086
28 C 9.158123 14.813273 15.104554  0.0244
29 C 9.834892 15.135209 13.893222  -0.0089
30 C 10.592814 14.211888 13.293859  0.0171
31 N 10.583987 12.931816 13.671269  0.0005
32 C 10.006465 12.591588 14.923945  0.0282
33 C 9.245305 13.549782 15.624484  -0.0020
34 C 10.394438 11.267521 15.410141  0.0033
35 C 10.108425 10.900190 16.765881  0.0074
36 C 10.579672 9.641977 17.181917  0.0040
37 Br 9.905014 8.673956 18.699494  0.0009
38 C 11.290077 8.849146 16.298819  0.0047
39 C 11.600911 9.345262 15.063589  0.0084
40 N 11.254467 10.526756 14.564144  0.0083
41 H 9.794718 16.171122 13.518331  -0.0007
42 H 11.439945 14.504333 12.665105  -0.0002
43 H 8.789274 13.348838 16.576804  -0.0004
44 H 9.546489 11.553785 17.398732  0.0003
45 H 11.731247 7.830194 16.579078  0.0001
46 H 12.176801 8.788039 14.309935  0.0013
47 C 4.768244 11.821758 16.289296  0.0000
48 O 5.112879 11.008829 15.188732  0.0000
49 C 4.605197 11.415051 14.060576  0.0000
50 O 4.092715 12.510318 13.843637  0.0000
51 N 4.607427 10.307777 13.186246  0.0000
52 N 4.342727 10.394501 11.779144  0.0000
53 H 3.706135 11.628078 16.564231  0.0000
54 H 4.905095 12.919591 16.094882  0.0000
55 H 5.398242 11.458707 17.073889  0.0000
56 H 5.065657 9.429519 13.509506  0.0000
57 H 4.075237 11.376335 11.682886  0.0000
58 H 3.503138 9.858313 11.583111  0.0000
59 N 7.259242 9.106112 12.036954  0.0005
60 C 8.551863 9.049312 12.311697  0.0047
61 N 9.188528 7.906426 11.999633  0.0004
62 O 9.170576 9.927947 12.956639  0.0368
63 H 6.835545 8.438984 11.411509  0.0000
64 H 6.704925 9.953124 11.919093  0.0001
65 H 8.728603 7.061428 11.697746  0.0001
66 H 10.097922 7.843253 12.353307  0.0006
67 O 13.860993 13.463247 12.210636  0.0041
68 S 13.192285 12.404208 11.456776  0.0071
69 O 13.784212 11.978891 10.229141  0.0030
70 O 11.736796 12.636184 11.046143  0.0401
71 O 12.934569 11.193426 12.526542  0.0757

Forces on atoms 1 to 3 (eV/Å):
0.29 -0.54 -0.47
1.07 -1.32 1.67
0.13 0.27 2.10

Properties
- Total charge: +2
- Molecular weight: 971.31 g mol⁻¹
- 2S+1: 3
- HOMO energy (alpha / beta): -13.104 / -13.107 eV
- LUMO level (alpha / beta): -6.653 / -7.026 eV
- Gap between HOMO and LUMO (alpha / beta): 6.5 / 6.1 eV



# 2
The following is a DFT calculation (ωB97M-V/def2-TZVPD) of a molecular structure, C32H29Cl3F4N2O2PPb at a distorted geometry.

Last column: Mulliken charge in e.
Positions of all 74 atoms, in Å:
1 Pb 0.256402 -1.305144 -0.420885  1.1343
2 C 0.200884 -2.796884 -4.986354  -1.3733
3 C 0.095419 -2.484693 -3.490786  -0.5741
4 N 0.550945 -1.138182 -3.130452  1.1075
5 C 1.969355 -0.924250 -3.415016  -0.8682
6 C 2.538954 0.366415 -2.844804  -1.1123
7 C -0.325373 -0.073151 -3.549377  -1.2046
8 C -0.682574 0.937201 -2.410043  -1.0236
9 N -1.344575 0.262307 -1.341991  0.8721
10 C -2.674205 0.331735 -1.156652  -0.3462
11 C -3.322137 -0.674546 -0.396820  -0.0351
12 F -2.594963 -1.754337 -0.019910  -0.4104
13 C -4.659194 -0.630294 -0.051350  0.4190
14 F -5.178014 -1.625621 0.673423  -0.3299
15 C -5.460400 0.435185 -0.427566  -0.6209
16 C -4.864993 1.449447 -1.157483  0.5026
17 F -5.587630 2.516804 -1.504496  -0.3615
18 C -3.532104 1.401049 -1.530871  0.1873
19 F -3.053565 2.465856 -2.203731  -0.4490
20 H -0.304382 -3.737847 -5.185333  0.4448
21 H 1.237755 -2.900984 -5.291902  0.3526
22 H -0.272775 -2.023765 -5.586959  0.3044
23 H 0.695143 -3.206302 -2.932178  0.3150
24 H -0.948260 -2.582220 -3.177453  0.3419
25 H 2.129264 -0.927172 -4.500105  0.4495
26 H 2.503374 -1.772439 -2.986740  0.4807
27 H 2.123619 1.246611 -3.328359  0.4182
28 H 3.613935 0.370128 -3.005169  0.4952
29 H 2.363206 0.426695 -1.772811  0.0827
30 H -1.271761 -0.482964 -3.908266  0.4960
31 H 0.135216 0.508466 -4.352072  0.3557
32 H -1.268803 1.727884 -2.873759  0.5833
33 H 0.240682 1.364391 -2.017812  0.2179
34 H -6.505184 0.476511 -0.171792  0.5310
35 C -3.305593 3.160970 1.301163  -0.4940
36 C -2.190875 3.586452 0.593948  -1.1100
37 C -1.022779 2.850881 0.640459  -0.2054
38 C -0.955484 1.688025 1.404968  0.7941
39 C -2.074122 1.262720 2.112349  -0.7377
40 C -3.242659 2.004640 2.061015  -0.8525
41 P 0.581961 0.718589 1.314822  1.2413
42 C 1.865539 1.689784 2.152162  0.2658
43 C 1.617560 2.944342 2.705508  -0.3687
44 C 2.623404 3.589547 3.402861  -0.7510
45 C 3.867977 2.995866 3.548034  -0.5045
46 C 4.111370 1.745250 2.998759  -0.8573
47 C 3.119448 1.093751 2.290463  -0.3746
48 C 0.267097 -0.679141 2.447543  -0.0851
49 C 0.408890 -0.596823 3.831839  -0.4581
50 C 0.090909 -1.705096 4.596118  -0.7798
51 C -0.368053 -2.872036 4.011540  -0.5045
52 C -0.491534 -2.971483 2.623489  -0.8798
53 C -0.155405 -1.865587 1.896794  0.1559
54 H -4.221726 3.729144 1.247095  0.4983
55 H -2.241127 4.485400 0.000175  0.4604
56 H -0.150288 3.170919 0.088177  0.5416
57 H -2.033098 0.362604 2.707921  0.3830
58 H -4.107456 1.676938 2.618350  0.4783
59 H 0.646489 3.405594 2.604146  0.4051
60 H 2.431678 4.559755 3.836350  0.4452
61 H 4.648092 3.516821 4.082383  0.3986
62 H 5.077413 1.280760 3.119954  0.4795
63 H 3.296665 0.127465 1.844525  0.5734
64 H 0.755930 0.323326 4.278320  0.5642
65 H 0.192501 -1.656421 5.669851  0.4397
66 H -0.627937 -3.724006 4.622955  0.4596
67 H -0.827899 -3.887485 2.164079  0.6028
68 Cl 3.694000 -4.452118 1.320206  -0.1336
69 C 4.159681 -3.323576 0.028530  0.6888
70 Cl 5.463621 -2.286262 0.586767  -0.1220
71 Cl 4.645185 -4.211476 -1.409037  -0.1142
72 C 2.874250 -2.514902 -0.238581  -0.0440
73 O 2.680349 -1.490899 0.429806  -0.3240
74 O 2.092763 -2.978122 -1.079932  -0.5578

Forces on atoms 1 to 3 (eV/Å):
-0.39 0.00 -0.44
-0.03 0.10 0.30
-0.11 -0.51 -0.38

Properties
- ΔE to the lowest compared entry with this formula, charge and spin: 131.6 kJ/mol
- Total charge: +1
- Molecular weight: 894.12 g mol⁻¹
- 2S+1: 1
- HOMO energy (alpha / beta): -10.471 / -10.478 eV
- LUMO level (alpha / beta): -5.735 / -5.731 eV
- Gap between HOMO and LUMO (alpha / beta): 4.7 / 4.7 eV



# 3
The following is a DFT calculation (ωB97M-V/def2-TZVPD) of a molecular structure, C18H8Cl4IN2O7Re at a distorted geometry.

Last column: natural (NBO) charge in e.
Positions of all 41 atoms, in Å:
1 Re 0.102885 0.202937 -0.220439  1.7698
2 O 4.041950 -0.895784 -0.960154  -0.5927
3 C 2.909258 -0.394205 -0.575182  0.8434
4 O 1.814198 -0.923445 -0.849579  -0.5955
5 C 2.950358 0.834217 0.238213  0.0703
6 C 4.034666 1.510089 0.757803  -0.1396
7 C 3.779101 2.657518 1.507399  -0.1489
8 C 2.474486 3.091721 1.712292  -0.1383
9 C 1.443641 2.355029 1.156439  0.0930
10 N 1.706862 1.268679 0.445792  -0.3914
11 C -0.038699 2.633834 1.243926  0.7556
12 O -0.498860 3.553765 1.835043  -0.4662
13 O -0.796472 1.712683 0.571657  -0.6361
14 H 3.894661 -1.686174 -1.508385  0.5293
15 H 5.039787 1.156501 0.578797  0.2604
16 H 4.604218 3.212060 1.931696  0.2517
17 H 2.240210 3.977588 2.286246  0.2676
18 Cl -5.064717 -3.396701 2.523203  0.0579
19 C -3.556744 -2.617194 2.218571  -0.0289
20 C -2.610934 -2.562619 3.200159  -0.2289
21 C -1.360948 -1.934555 2.979128  -0.1934
22 I 0.046603 -1.877160 4.494933  0.2389
23 C -1.091790 -1.361665 1.769121  0.2890
24 O 0.083284 -0.755723 1.454232  -0.6405
25 C -2.074510 -1.415440 0.756355  0.1045
26 N -1.737492 -0.814676 -0.426563  -0.4884
27 C -2.597809 -0.811585 -1.431844  0.1229
28 C -3.853980 -1.414456 -1.320828  -0.2576
29 C -4.213709 -2.018245 -0.142109  -0.0792
30 C -3.315337 -2.035463 0.943432  -0.0429
31 H -2.817828 -3.010453 4.161806  0.2561
32 H -2.272831 -0.318203 -2.339603  0.2397
33 H -4.528658 -1.387316 -2.163508  0.2493
34 H -5.185704 -2.480142 -0.034185  0.2495
35 Cl 1.839672 1.955033 -5.303426  0.0877
36 C 0.837055 0.835011 -4.405044  -0.2165
37 Cl 1.331207 -0.851262 -4.730509  0.0361
38 Cl -0.853793 1.043838 -4.856311  0.0602
39 C 1.081097 1.008107 -2.885157  0.7678
40 O 2.178606 1.263111 -2.465083  -0.5994
41 O 0.037009 0.690744 -2.148333  -0.7163

Forces on atoms 1 to 3 (eV/Å):
-0.51 0.54 0.82
-0.03 -0.01 0.04
0.00 -0.11 -0.10

Properties
- ΔE to the lowest compared entry with this formula, charge and spin: 0.0 kJ/mol
- Total charge: +1
- Molecular weight: 819.19 g mol⁻¹
- 2S+1: 2
- HOMO energy (alpha / beta): -11.341 / -11.459 eV
- LUMO level (alpha / beta): -4.876 / -4.776 eV
- Gap between HOMO and LUMO (alpha / beta): 6.5 / 6.7 eV